Entry 1:
A 2-piece molecular cluster, C30H64N9O7P overall, computed with ωB97M-V/def2-TZVPD.

Geometry as XYZ:
```
111
Properties=species:S:1:pos:R:3:forces:R:3
C 0.6941 -5.3106 -3.3951 0.45 0.24 0.49
C 1.2310 -3.8906 -2.6940 0.10 -0.93 -1.09
C 2.1504 -4.3065 -1.4187 0.30 -0.17 -0.91
C 2.3590 -3.1859 -0.2535 1.05 -1.59 -0.44
C 3.3257 -3.9364 0.8897 0.28 0.02 -0.55
C 0.9849 -2.5445 0.3892 2.01 1.83 0.37
C -0.3409 -3.5033 0.4806 -0.49 -0.91 -1.21
C -0.0864 -5.0253 1.0224 1.78 -4.01 4.29
O 0.3669 -5.3947 2.2220 -2.49 3.03 -7.12
O -0.4489 -6.1579 0.1054 2.26 2.55 2.03
N 1.5261 -2.0057 1.7319 0.63 0.50 1.11
C 0.5751 -1.9727 2.8969 0.08 0.62 2.49
N -0.5624 -0.9794 2.7876 0.44 0.03 1.09
C 2.3926 -0.7432 1.5282 -3.78 -1.80 -1.02
N 3.5245 -0.4588 2.2493 -2.12 -0.34 -2.09
C 3.9518 -1.3849 3.3658 -1.02 -0.96 3.18
O 5.3882 -1.3904 3.6726 -1.48 -0.07 1.69
C 5.5276 -1.8797 5.0672 1.54 1.81 6.13
C 5.3731 -3.5081 5.3250 0.49 0.71 -1.07
O 5.8138 -1.1262 6.1320 -1.92 -4.12 -7.85
C 4.3256 0.7750 1.9063 1.94 0.26 -0.95
C 4.2956 1.9791 3.0086 0.65 2.19 1.83
N 3.5338 1.6945 4.2802 -0.29 -0.71 -0.86
N 3.7954 3.3189 2.4849 -0.18 -1.28 -0.96
N 5.7517 2.2437 3.4499 -1.29 -0.02 0.19
N 1.6490 -0.0737 0.4141 1.76 -0.44 3.14
C 1.3009 1.3807 0.4802 -0.41 2.88 0.15
C 0.6608 1.8974 1.9111 -0.56 0.93 0.00
C -0.9662 2.1493 1.8710 -0.02 0.74 1.61
C -1.3738 2.6392 3.4177 1.40 -0.61 0.37
O -2.5253 1.8767 3.9509 2.12 0.36 0.92
C -2.2447 1.3334 5.2929 -1.00 -0.81 0.86
C 0.7235 -1.0365 -0.2946 1.56 0.10 -1.35
O 1.1930 -0.8486 -1.7090 0.41 -0.12 2.10
P -1.1350 -0.6543 -0.4980 -2.51 -0.57 -4.44
N -1.6438 -1.4483 -1.8537 0.52 1.37 1.90
H -0.3222 -5.5997 -2.8896 1.87 0.46 -1.22
H 0.6145 -5.2103 -4.5771 -0.02 -0.26 2.71
H 1.4734 -6.1706 -3.1289 -1.64 1.80 -0.75
H 0.3272 -3.1834 -2.4780 1.72 -1.31 -0.25
H 1.8933 -3.3733 -3.5078 -1.18 -0.72 1.70
H 3.2394 -4.5417 -1.8505 -2.34 0.51 1.01
H 1.7591 -5.3619 -1.0324 0.74 2.46 -0.35
H 3.0737 -2.3476 -0.7145 -1.97 -1.53 0.97
H 4.1807 -3.1714 1.2061 -1.87 -1.79 -0.40
H 3.8592 -4.8560 0.3672 -1.09 2.01 1.05
H 2.7195 -4.3571 1.7961 1.19 0.98 -1.67
H -1.2368 -3.0656 1.0964 1.99 -0.77 -0.98
H -0.7495 -3.6103 -0.6363 0.93 0.30 2.39
H 0.2120 -6.9108 0.3013 -1.57 1.67 0.11
H 1.2156 -1.6264 3.8437 -1.20 -0.90 -2.03
H 0.1013 -2.9991 3.1993 1.55 1.53 -1.18
H -1.5035 -1.4298 2.8241 1.22 0.45 0.17
H -0.5000 -0.2893 3.5950 -0.40 -1.28 -1.53
H 3.6165 -2.4985 3.2542 0.28 2.31 -0.68
H 3.4084 -0.9814 4.3497 1.10 -0.68 -2.13
H 4.2565 -3.8064 5.1219 2.17 0.46 0.53
H 5.7479 -3.7991 6.4125 -1.02 0.95 -2.48
H 6.0550 -4.0280 4.5129 -1.47 0.95 1.66
H 5.4664 0.4298 1.8213 -2.61 0.73 0.49
H 4.0603 1.1183 0.7939 0.22 -0.72 2.68
H 3.3731 2.5548 4.8634 0.33 -1.24 -1.09
H 2.6454 1.1719 4.1265 0.86 0.97 0.12
H 2.9976 3.6924 3.0431 0.95 -0.72 -0.97
H 3.6052 3.3006 1.4599 0.02 0.27 1.36
H 5.8768 1.9368 4.4508 -0.20 0.48 -1.57
H 5.9791 3.2587 3.3252 -0.55 -1.42 0.33
H 2.2135 2.1225 0.2677 -1.73 -2.12 0.30
H 0.5003 1.7009 -0.3473 1.96 -1.27 1.64
H 0.8983 1.2145 2.8286 -0.27 1.03 -1.91
H 1.1425 2.9602 2.1644 -1.02 -2.40 -0.63
H -1.2215 3.0627 1.1769 0.46 -2.14 0.99
H -1.6065 1.1899 1.6743 1.37 1.95 0.15
H -1.4899 3.8044 3.4890 -0.18 -2.27 -0.15
H -0.4518 2.3527 4.1202 -1.73 0.75 -1.45
H -3.1276 0.5686 5.5274 1.89 1.80 -0.55
H -2.2216 2.1360 6.1508 -0.08 -1.31 -1.84
H -1.2512 0.7173 5.3768 -1.57 1.18 -0.47
H 2.1419 -0.5131 -1.6305 -1.83 -0.72 -0.06
H -1.4123 0.7594 -0.7882 0.70 -0.95 1.15
H -1.9845 -1.0916 0.5743 1.14 0.56 -0.04
H -1.9848 -0.7659 -2.5664 0.61 -0.73 0.80
C -5.5933 1.2092 -4.3275 0.08 0.00 -0.17
C -5.3133 2.6073 -3.6883 -1.63 -1.37 0.21
C -6.0915 3.7139 -4.4574 0.41 0.27 0.12
C -5.4848 4.0656 -5.8102 -0.02 0.02 -0.03
C -3.9998 4.3856 -5.6791 -0.19 0.01 0.18
C -3.2039 3.2622 -4.9649 1.37 -0.35 -1.40
N -3.8333 2.8483 -3.6648 -0.12 4.56 2.17
O -3.5807 3.8632 -2.7241 -0.32 -3.00 -2.18
C -3.0727 2.0409 -5.9114 -0.22 -0.16 -0.09
C -1.7239 3.7382 -4.7833 -0.42 0.19 0.57
C -5.9418 2.4954 -2.2589 0.65 0.50 -0.01
H -4.7349 0.5405 -4.2158 -0.05 0.14 -0.06
H -6.4352 0.6998 -3.8455 0.11 0.32 0.01
H -5.8508 1.2769 -5.3868 0.15 -0.02 0.06
H -6.1236 4.6307 -3.8489 0.14 -0.26 0.04
H -7.1336 3.4109 -4.6003 0.13 -0.21 0.18
H -5.6409 3.2517 -6.5232 0.04 -0.03 0.01
H -6.0074 4.9351 -6.2264 0.06 -0.15 0.05
H -3.5850 4.5637 -6.6815 0.13 -0.21 0.28
H -3.8911 5.3325 -5.1352 0.09 -0.21 0.13
H -2.5737 1.2038 -5.4102 -0.11 0.14 0.00
H -2.4694 2.2919 -6.7939 -0.08 0.17 0.33
H -4.0236 1.6845 -6.3054 0.03 0.00 0.15
H -1.6445 4.6768 -4.2235 -0.18 -0.28 0.03
H -1.2515 3.9229 -5.7571 -0.38 -0.20 0.10
H -1.1254 2.9760 -4.2692 -0.17 0.09 -0.03
H -5.4378 1.7249 -1.6636 -0.01 0.11 -0.13
H -7.0030 2.2232 -2.3215 0.31 -0.02 -0.33
H -5.9064 3.4389 -1.7064 0.23 -0.12 -0.14
```
Positions in Å, forces in eV/Å.

## Properties
⟨S²⟩: 0.75
Orbital gap (alpha / beta) in eV: 6.9 / 7.1
Charge: +1
2S+1: 2
LUMO energy (alpha / beta) in eV: -3.77 / -3.77
Molecular weight in g/mol: 693.87
HOMO (alpha / beta) in eV: -10.699 / -10.816

Löwdin atomic charge list, values in e, 6 entries: C -0.128; C -0.241; C -0.200; C -0.229; C -0.075; C -0.217

---

Entry 2:
A 5-piece molecular cluster, H10O5 overall, computed with ωB97M-V/def2-TZVPD.

Geometry as XYZ:
```
15
Properties=species:S:1:pos:R:3:forces:R:3
O -1.5338 1.2952 -0.0084 0.19 -2.79 0.05
O -1.9344 -1.2728 -0.2357 1.79 -2.03 -0.85
O 0.3779 -3.2033 0.2708 -3.65 0.17 2.06
O 2.9037 -0.8984 -0.6194 -0.56 -2.46 0.51
O 0.6853 4.5752 0.8609 -1.67 -0.69 0.15
H -2.0440 1.1460 -0.8363 0.52 0.32 0.82
H -1.2871 -2.0619 -0.4246 -1.92 1.79 1.02
H 0.6382 -3.8515 -0.3113 1.42 -1.92 -2.05
H 1.9690 -0.7540 -0.6205 -1.30 -0.51 0.06
H 0.2914 3.6714 0.9907 0.62 1.16 -0.25
H -1.3706 0.2801 0.2523 -0.61 3.11 -0.88
H -2.6307 -1.5437 0.3691 0.18 -0.45 0.00
H 0.9424 -2.4862 0.3157 2.21 1.77 -0.09
H 3.1179 -0.0297 -0.7930 1.78 3.06 -0.61
H -0.1251 5.1337 0.7896 1.00 -0.54 0.05
```
Positions in Å, forces in eV/Å.

## Properties
Orbital gap in eV: 11.1
Relative energy (zero: lowest compared OMol25 entry of this formula, charge and spin) in kcal/mol: 40.9
2S+1: 1
Structure (SMILES): O.O.O.O.O
LUMO energy in eV: 0.29
Molecular weight in g/mol: 90.07
HOMO in eV: -10.786

Löwdin atomic charge list, values in e, 6 entries: O -0.164; O -0.098; O 0.030; O -0.003; O -0.102; H 0.026